44
Properties=species:S:1:pos:R:3:forces:R:3:nbo_charge:R:1 method="wB97M-V/def2-TZVPD" e_above_lowest_kcal_mol=40.55 total_charge=0 total_energy_ha=-21356.9499 spin_multiplicity=1 gap_ev=9.9873
Br -23.503053 -6.637818 -6.729262 -0.08 0.59 0.32 -0.040
C -24.427497 -4.971604 -6.163819 0.04 0.02 0.89 -0.439
C -23.634544 -4.239301 -4.951604 -0.23 -1.03 -2.10 -0.447
Br -23.408573 -5.554826 -3.485204 -0.03 0.94 -0.58 0.007
H -25.461605 -5.206666 -5.911874 0.25 -0.54 0.61 0.231
H -24.574040 -4.547525 -7.157190 0.79 1.09 0.42 0.236
H -24.041909 -3.301144 -4.574757 -0.76 -0.51 0.08 0.236
H -22.675781 -3.919243 -5.359553 0.31 -0.59 0.33 0.223
Br -21.576879 -12.575589 -5.098661 0.38 0.87 -0.56 -0.065
C -21.228131 -10.604134 -5.369518 -0.56 -0.78 -0.07 -0.400
C -22.492286 -9.829375 -4.985491 0.68 -0.59 -0.13 -0.483
Br -22.955335 -10.374892 -3.179422 -0.39 0.59 0.21 -0.003
H -21.014879 -10.546290 -6.436892 0.02 0.25 0.14 0.232
H -20.340852 -10.399502 -4.770397 -0.28 0.13 -0.05 0.227
H -23.301640 -10.070431 -5.674655 -0.05 -0.15 0.28 0.231
H -22.359675 -8.747531 -4.996553 0.20 -0.16 0.11 0.254
Br -26.596813 -8.279439 -6.377168 -0.08 -0.27 0.55 -0.023
C -25.972466 -9.115922 -4.705841 0.32 0.34 0.72 -0.451
C -26.847717 -8.790237 -3.460424 -1.41 -0.27 -1.71 -0.435
Br -27.234308 -6.819200 -3.370176 0.52 -1.20 0.53 -0.024
H -24.944543 -8.821608 -4.494052 -0.15 0.48 -0.37 0.225
H -25.899952 -10.160135 -5.009910 -0.47 -0.12 0.59 0.239
H -26.614448 -9.302102 -2.526782 1.08 0.79 0.07 0.245
H -27.844356 -9.204938 -3.611547 -0.13 0.26 -0.43 0.219
C -24.534676 -8.921359 -9.502260 0.34 -0.18 0.06 -0.286
Cl -25.950015 -9.809770 -9.869971 -1.41 -0.71 -0.35 0.043
Cl -23.771064 -8.439127 -11.032434 0.30 0.09 0.56 0.016
Cl -23.504821 -10.010094 -8.491069 0.06 0.86 -0.35 -0.020
H -24.874236 -8.046056 -8.948506 0.73 -0.09 0.11 0.247
C -18.545744 -7.438796 -5.164301 0.53 -0.94 1.49 -0.339
Cl -18.404587 -8.261153 -6.652475 -0.43 -0.59 -1.76 0.045
Cl -20.179778 -7.145248 -4.600595 -0.27 0.00 -0.12 0.027
Cl -17.615065 -5.995873 -5.144209 0.57 1.16 -0.02 0.043
H -18.054806 -8.145217 -4.494929 -0.37 0.40 0.43 0.227
C -18.029588 -12.609844 -9.171068 -1.60 -0.39 -0.20 -0.274
Cl -19.114999 -12.113958 -7.823931 0.43 -0.31 -0.22 -0.013
Cl -18.203483 -14.396552 -9.469810 0.34 1.08 0.25 -0.004
Cl -16.416050 -12.071524 -8.921398 0.55 -0.10 0.11 0.062
H -18.455367 -12.101870 -10.036386 0.29 -0.29 0.05 0.228
C -22.440071 -15.461762 -3.523972 0.86 0.57 -0.09 -0.293
Cl -23.804357 -15.479429 -4.607200 -0.51 -0.67 -0.12 0.035
Cl -21.800255 -17.008548 -2.936745 -0.67 -0.01 0.03 0.018
Cl -22.796509 -14.323110 -2.194572 0.37 -0.50 -0.26 0.015
H -21.621300 -15.122037 -4.158242 -0.10 0.48 0.56 0.227